Record 1
# C9H10O4

An isolated molecule of C9H10O4 in a non-equilibrium geometry (ωB97M-V with the def2-TZVPD basis set, OMol25).

Geometry as XYZ:
```
23
Properties=species:S:1:pos:R:3:forces:R:3
C -2.2711 1.0319 1.0361 -2.23 -1.23 0.24
O -1.9598 0.0288 -0.0120 -2.31 3.14 0.78
C -0.7121 -0.4425 -0.0987 -1.42 -2.20 -1.08
C -0.8344 -1.8338 -0.3156 3.56 -1.90 2.28
O -1.9985 -2.4788 -0.2325 -2.05 2.40 -0.23
C 0.3233 -2.6474 -0.1414 0.44 3.02 -0.62
C 1.5741 -2.0678 0.0808 1.83 1.16 -1.28
C 1.6627 -0.6568 0.1603 -1.00 2.13 -1.86
C 2.9443 0.1216 0.1493 0.62 -2.03 1.58
O 3.9983 -0.4493 0.4371 -1.08 1.42 -0.82
C 0.4865 0.1902 -0.0980 1.61 -0.66 2.04
O 0.5033 1.5677 0.1321 0.97 -1.82 2.15
C 0.1671 2.4042 -0.8617 -0.28 1.98 -3.42
H -1.5964 1.8261 0.9980 1.37 0.97 0.13
H -3.3068 1.5508 0.8827 1.68 -1.64 -0.14
H -2.2591 0.5005 2.0313 0.04 0.69 -1.01
H -2.6452 -1.6927 -0.0889 0.90 -1.82 -0.41
H 0.2616 -3.6579 -0.2774 -0.40 -2.52 -0.19
H 2.6391 -2.5544 -0.0976 -2.61 0.52 0.99
H 2.8237 1.2262 0.0258 0.45 -0.60 -0.18
H 0.6386 3.4008 -0.7987 0.16 -0.58 0.49
H -0.8725 2.6267 -1.0779 -0.90 -0.24 0.94
H 0.4334 2.0060 -1.8330 0.66 -0.21 -0.40
```
Forces are in eV/Å.

DFT total energy, Ha: -649.79717
SMILES: COc1c(O)ccc(C=O)c1OC
E_LUMO, eV: 0.176
Energy above the lowest of the compared OMol25 structures with the same formula, charge and spin, kcal/mol: 88.4
Highest occupied orbital energy, Ha: -0.3125


Record 2
# C9H10O5S

The ion C9H10O5S with charge -2 in a non-equilibrium geometry (ωB97M-V with the def2-TZVPD basis set, OMol25).

Geometry as XYZ:
```
25
Properties=species:S:1:pos:R:3:forces:R:3
C -1.0612 1.5419 -0.6150 -0.64 0.09 -1.36
C -1.4313 0.2164 -0.0621 1.77 -0.55 3.04
C -1.5269 0.2689 1.4836 -1.35 1.03 0.45
C -0.5088 0.3401 2.3348 1.59 -0.49 -4.40
C 0.8371 0.3528 1.7133 0.61 -0.88 2.48
C 1.1425 -0.2558 0.5882 -3.15 -0.17 -2.94
S 2.6240 0.3298 -0.2589 0.88 0.45 -0.35
O 3.4972 0.8618 0.8040 -0.31 -0.50 -0.26
O 2.1411 1.4175 -1.1382 0.21 -0.50 0.58
O 3.2128 -0.7793 -1.0179 -0.27 0.28 0.49
C -0.2824 -0.7866 -0.3742 1.12 0.49 2.49
C 0.1416 -0.6272 -1.7527 2.31 -0.80 -3.62
C -0.9123 -2.2715 -0.0312 -0.47 1.03 -0.97
O -1.9306 -2.5554 -0.7434 0.97 0.39 0.45
O -0.4197 -2.9077 0.8934 0.43 -0.42 0.47
H -0.7748 1.3821 -1.6462 -0.21 0.43 -0.24
H -0.1860 1.8495 -0.1373 1.46 0.73 0.73
H -1.7622 2.3477 -0.5971 -0.96 0.42 0.33
H -2.3241 -0.2393 -0.3786 -1.16 -0.37 -0.93
H -2.4935 0.4402 1.9790 -0.18 -0.53 -0.55
H -0.5691 0.2773 3.3448 -0.50 0.26 2.93
H 1.6833 0.6631 2.3395 -0.28 0.49 -0.33
H -0.5651 -0.8282 -2.5160 -1.80 -0.63 -0.32
H 0.9265 -1.3632 -2.0366 -0.17 0.37 0.53
H 0.5420 0.3249 -2.1749 0.08 -0.61 1.34
```
Forces are in eV/Å.

DFT total energy, Ha: -1123.28826
SMILES: C[C@@H]1C=CC=C(S(=O)(=O)[O-])[C@@]1(C)C(=O)[O-]
E_LUMO, eV: 6.051
Total charge: -2
Highest occupied orbital energy, Ha: -0.0507


Record 3
# C9H11BClNO

An isolated molecule of C9H11BClNO in a non-equilibrium geometry (ωB97M-V with the def2-TZVPD basis set, OMol25).

Geometry as XYZ:
```
24
Properties=species:S:1:pos:R:3:forces:R:3
B -2.2198 -0.6526 0.0159 1.42 -1.38 -0.66
C 0.3795 -0.5948 0.3432 -1.72 1.40 0.22
C 0.4192 2.1614 0.0311 2.00 -2.23 -1.13
C -0.8774 0.0970 0.2076 0.52 0.72 -0.02
C 1.6023 -0.0022 0.2012 0.30 0.55 0.59
C -0.7758 1.5078 0.0227 -1.41 -1.76 1.42
C 1.5872 1.3705 -0.0244 -1.10 1.17 0.10
C -3.1618 2.0524 0.4955 1.61 3.17 0.45
C -2.2847 -2.2390 -0.3173 -0.10 1.67 2.14
C 2.9791 -0.6156 0.1556 -1.39 -2.16 0.76
N -1.9194 2.2552 -0.1163 -0.43 0.72 -0.47
O 2.8087 1.8742 -0.2336 1.06 2.69 -1.06
Cl -3.7660 0.1661 -0.0966 -1.32 -1.28 -1.21
H 0.2246 -1.5442 0.7392 0.51 -2.00 0.05
H 0.4206 3.1393 -0.3209 0.33 1.93 -0.06
H -3.7569 2.8617 -0.0608 -0.09 -1.29 0.49
H -1.4529 -2.7328 0.1574 0.39 -0.34 0.07
H -2.2942 -2.4926 -1.3342 0.07 -0.09 -1.61
H -3.1877 -2.6323 0.1208 -0.42 -0.31 0.13
H 3.7861 -0.0722 0.5779 0.34 0.90 0.36
H 2.9963 -1.6051 0.6785 -0.16 0.55 -0.78
H 3.1278 -0.7099 -0.8989 0.79 -0.54 -0.67
H -1.7207 3.0583 -0.7096 -0.73 -0.17 -0.05
H 2.8317 2.8151 -0.6038 -0.48 -1.94 0.95
```
Forces are in eV/Å.

DFT total energy, Ha: -964.48116
E_LUMO, eV: 0.251
Energy above the lowest of the compared OMol25 structures with the same formula, charge and spin, kcal/mol: 103.0
Highest occupied orbital energy, Ha: -0.2528


Record 4
# C9H11BN2

A cluster of 2 separate species, C9H11BN2 in total in a non-equilibrium geometry (ωB97M-V with the def2-TZVPD basis set, OMol25).

Geometry as XYZ:
```
23
Properties=species:S:1:pos:R:3:forces:R:3
B 1.4737 -0.7431 -0.0638 -3.12 -0.33 0.43
C 1.9204 -2.1786 0.1199 -0.48 -1.11 0.33
C -3.7822 -0.0945 0.0384 1.10 -1.43 -2.34
C -3.0242 0.2773 1.0866 -0.24 0.22 0.99
C -3.1864 -0.7259 -1.0980 0.03 0.09 0.36
C -1.6661 0.0640 1.0280 1.66 0.50 1.89
C -1.8066 -0.9260 -1.1370 -0.91 0.66 1.42
C -1.0858 -0.5008 -0.0497 3.58 -0.47 -0.77
C 1.4750 1.6252 -0.0927 4.34 4.42 -1.59
C 3.6493 0.3975 0.0409 2.02 0.48 -2.58
N 1.9781 -3.2894 0.4399 0.32 0.61 -0.36
N 2.2208 0.3806 0.0196 -1.77 0.16 -1.06
H -4.7935 -0.0049 0.2679 -1.89 -0.01 -0.80
H -3.6530 0.6173 1.9106 1.05 0.22 0.38
H -3.7207 -1.1370 -1.9411 -0.59 0.18 0.10
H -0.9483 0.2229 1.8314 -0.66 0.48 0.38
H -1.2549 -1.4839 -1.8218 0.15 -0.73 -1.71
H 2.0168 2.4952 0.5697 -1.33 -2.16 -1.39
H 1.5079 2.0851 -1.2035 0.18 -1.19 2.26
H 0.4760 1.5864 0.1397 -2.07 -0.62 0.85
H 3.9313 0.7654 1.0001 0.86 -0.28 0.82
H 4.1383 -0.5472 -0.3677 -0.96 0.74 1.45
H 4.1340 1.1145 -0.7176 -1.27 -0.42 0.95
```
Forces are in eV/Å.

DFT total energy, Ha: -483.77450
E_LUMO, eV: 0.175
Energy above the lowest of the compared OMol25 structures with the same formula, charge and spin, kcal/mol: 112.2
Highest occupied orbital energy, Ha: -0.3190


no.,gap between HOMO and LUMO (eV)
1,8.679
2,7.432
3,7.131
4,8.854